(1)
{"formula": "C4H8O2", "method": "ωB97M-V with the def2-TZVPD basis set", "lumo_energy_ev": 0.8227, "homo_ev": -10.3, "energy_ha": -307.67342, "smiles": "CC(=O)O.C=C", "e_above_lowest_kcal_mol": 24.5, "species": ["C", "C", "H", "H", "H", "H", "O", "O", "C", "C", "H", "H", "H", "H"], "positions_angstrom": [[-0.673, -1.778, 2.684], [0.647, -1.940, 2.576], [-1.343, -2.639, 2.796], [-1.125, -0.780, 2.664], [1.099, -2.939, 2.596], [1.316, -1.080, 2.464], [0.199, 1.836, -0.319], [-0.130, -0.040, -1.527], [0.046, 1.301, -1.395], [0.020, 1.984, -2.729], [-0.098, -0.402, -0.600], [0.164, 3.070, -2.605], [-0.947, 1.812, -3.230], [0.825, 1.594, -3.375]], "forces_ev_per_angstrom": [[0.244, -0.025, -0.066], [-0.250, 0.036, -0.025], [0.242, 0.391, -0.040], [0.148, -0.425, 0.027], [-0.144, 0.439, -0.008], [-0.239, -0.377, 0.059], [-0.109, -0.414, -0.716], [0.109, 0.013, 1.311], [0.037, 0.017, 0.432], [0.041, 0.607, -0.406], [-0.048, 0.327, -1.082], [-0.066, -0.569, 0.051], [0.424, -0.060, 0.199], [-0.388, 0.040, 0.265]], "mulliken_charge": [-0.47, -0.47, 0.22, 0.25, 0.22, 0.25, -0.55, -0.46, 0.74, -0.91, 0.33, 0.29, 0.27, 0.27]}

=====

(2)
{"formula": "C40H34BrCsF6N3O2P2", "method": "ωB97M-V with the def2-TZVPD basis set", "lumo_energy_ev": [-0.9202, -3.0438], "spin_multiplicity": 2, "homo_ev": [-7.8, -7.8], "energy_ha": -5735.73115, "e_above_lowest_kcal_mol": 19.9, "species": ["Cs", "Br", "C", "C", "C", "C", "O", "C", "C", "N", "C", "C", "C", "C", "C", "C", "C", "C", "N", "C", "C", "H", "H", "H", "H", "H", "H", "H", "H", "H", "H", "C", "C", "C", "C", "C", "O", "C", "N", "C", "C", "C", "C", "C", "C", "P", "C", "C", "C", "C", "C", "C", "C", "C", "C", "C", "C", "C", "H", "H", "H", "H", "H", "H", "H", "H", "H", "H", "H", "H", "H", "H", "H", "H", "H", "H", "H", "H", "H", "H", "H", "H", "F", "P", "F", "F", "F", "F", "F"], "positions_angstrom": [[1.125, 0.741, -1.836], [7.083, 0.892, 1.725], [5.386, 0.077, 1.839], [5.306, -1.304, 2.105], [4.085, -1.894, 2.175], [2.863, -1.137, 1.980], [1.762, -1.702, 2.000], [2.989, 0.313, 1.754], [1.734, 1.050, 1.562], [1.497, 2.264, 1.260], [2.371, 3.342, 1.221], [2.981, 3.850, 2.346], [3.710, 5.051, 2.292], [3.820, 5.755, 1.127], [3.186, 5.282, -0.044], [3.222, 5.974, -1.276], [2.554, 5.468, -2.351], [1.864, 4.247, -2.214], [1.830, 3.558, -1.097], [2.459, 4.070, -0.008], [4.253, 0.866, 1.669], [6.212, -1.877, 2.247], [3.972, -2.953, 2.369], [0.848, 0.412, 1.585], [2.874, 3.323, 3.287], [4.181, 5.420, 3.193], [4.376, 6.683, 1.087], [3.773, 6.904, -1.344], [2.546, 5.977, -3.305], [1.327, 3.829, -3.060], [4.383, 1.921, 1.480], [-1.593, 2.113, 2.998], [-2.112, 2.111, 1.561], [-2.822, 3.410, 1.206], [-2.985, 0.888, 1.235], [-3.918, 0.390, 2.360], [-3.314, -0.842, 2.802], [-2.366, -1.139, 1.871], [-2.135, -0.271, 0.978], [-1.715, -2.451, 1.978], [-1.851, -3.153, 3.174], [-1.252, -4.388, 3.341], [-0.529, -4.937, 2.297], [-0.404, -4.252, 1.097], [-0.982, -3.000, 0.909], [-0.843, -2.081, -0.688], [0.160, -3.210, -1.737], [-0.266, -3.659, -2.983], [0.615, -4.312, -3.840], [1.931, -4.523, -3.467], [2.374, -4.067, -2.232], [1.503, -3.403, -1.384], [-2.534, -2.359, -1.338], [-3.277, -1.276, -1.792], [-4.546, -1.472, -2.320], [-5.083, -2.749, -2.382], [-4.350, -3.835, -1.918], [-3.081, -3.642, -1.399], [-0.747, 2.796, 3.077], [-1.248, 1.119, 3.297], [-2.350, 2.441, 3.714], [-1.228, 1.987, 0.930], [-3.736, 3.527, 1.796], [-3.094, 3.434, 0.150], [-2.180, 4.268, 1.411], [-3.552, 1.105, 0.326], [-4.922, 0.163, 2.001], [-3.985, 1.067, 3.209], [-2.431, -2.714, 3.974], [-1.359, -4.919, 4.278], [-0.066, -5.910, 2.404], [0.148, -4.717, 0.292], [-1.288, -3.492, -3.296], [0.263, -4.651, -4.806], [2.613, -5.034, -4.134], [3.403, -4.228, -1.931], [1.856, -3.042, -0.420], [-2.852, -0.279, -1.751], [-5.103, -0.624, -2.696], [-6.070, -2.902, -2.798], [-4.768, -4.833, -1.966], [-2.505, -4.488, -1.041], [-0.964, 0.053, -3.470], [-1.459, 1.380, -4.336], [-0.663, 0.809, -5.599], [-2.790, 0.600, -4.740], [-1.904, 2.687, -5.132], [-2.145, 1.922, -2.972], [-0.069, 2.183, -3.867]], "forces_ev_per_angstrom": [[0.180, -0.415, 0.320], [-0.222, -0.127, 0.012], [0.219, 0.066, -0.012], [0.114, -0.036, 0.007], [-0.036, -0.040, -0.016], [-0.111, 0.110, 0.060], [0.043, 0.049, -0.012], [0.332, 0.029, 0.008], [-0.360, 0.045, -0.280], [-0.147, -0.313, 0.236], [0.240, 0.336, 0.036], [-0.138, -0.185, -0.100], [0.075, 0.110, -0.005], [0.031, 0.041, 0.064], [-0.113, -0.216, 0.014], [-0.020, 0.012, -0.067], [0.057, 0.104, -0.019], [0.042, -0.096, 0.133], [0.001, 0.282, -0.144], [0.122, 0.064, 0.086], [-0.138, 0.073, -0.019], [0.005, 0.021, -0.004], [-0.005, -0.003, -0.008], [0.057, -0.083, 0.107], [-0.005, -0.008, -0.003], [-0.006, -0.008, 0.003], [0.000, -0.002, 0.006], [-0.006, 0.004, -0.007], [0.004, 0.011, 0.007], [-0.015, 0.005, -0.003], [-0.024, 0.000, 0.001], [0.023, -0.014, -0.055], [0.051, -0.181, 0.079], [0.074, 0.000, 0.049], [-0.115, 0.074, 0.100], [-0.005, 0.146, -0.141], [0.038, -0.106, 0.042], [-0.135, 0.184, -0.052], [0.116, -0.117, 0.038], [0.059, -0.164, 0.130], [0.010, 0.084, -0.042], [-0.004, -0.030, 0.050], [0.031, -0.025, -0.019], [-0.034, -0.006, 0.012], [-0.061, -0.010, -0.036], [0.122, 0.014, -0.056], [0.074, 0.076, 0.011], [0.043, -0.047, -0.009], [-0.079, 0.023, -0.008], [0.056, -0.022, 0.003], [0.032, 0.001, 0.049], [-0.092, -0.002, 0.023], [0.043, -0.036, 0.068], [0.098, 0.023, -0.038], [-0.038, 0.027, -0.014], [0.009, 0.012, 0.008], [0.020, -0.030, 0.011], [-0.059, 0.095, 0.045], [-0.002, 0.015, 0.038], [0.015, 0.010, 0.012], [-0.023, -0.009, -0.010], [-0.023, 0.174, -0.195], [-0.004, 0.011, 0.009], [0.002, 0.003, 0.001], [-0.026, 0.017, 0.004], [-0.006, -0.002, 0.010], [0.014, -0.026, -0.005], [-0.004, -0.028, 0.029], [-0.008, 0.006, -0.010], [0.005, -0.009, -0.010], [-0.005, 0.002, 0.005], [-0.014, 0.025, -0.018], [0.030, 0.001, -0.022], [0.005, 0.000, -0.005], [-0.009, -0.001, -0.005], [0.001, 0.011, -0.008], [-0.003, 0.000, -0.038], [-0.030, -0.053, -0.048], [0.000, -0.002, -0.002], [-0.005, 0.006, -0.001], [-0.005, 0.004, 0.000], [-0.021, -0.012, 0.004], [0.032, 0.130, -0.233], [-0.115, 0.050, 0.047], [0.020, 0.000, -0.086], [-0.035, 0.020, -0.021], [-0.075, -0.001, -0.007], [-0.079, 0.060, 0.038], [-0.081, -0.199, -0.121]], "mulliken_charge": [1.43, -0.15, -0.39, -0.46, -0.61, -0.10, -0.45, 0.74, -1.11, 0.40, -0.57, 0.03, -0.76, -0.92, 1.15, -0.68, -0.90, -0.25, 0.10, -0.11, 0.02, 0.42, 0.51, 0.63, 0.52, 0.41, 0.41, 0.42, 0.43, 0.46, 0.61, -1.54, 1.33, -1.66, -0.41, -0.70, -0.50, 0.07, 0.25, -0.16, -0.75, -0.76, -0.85, -0.66, 0.67, 1.46, 0.46, -0.78, -0.70, -0.60, -0.78, -0.19, 0.08, -0.13, -1.23, -0.63, -0.73, -0.26, 0.37, 0.22, 0.47, -0.17, 0.33, 0.40, 0.42, 0.49, 0.27, 0.37, 0.52, 0.40, 0.47, 0.45, 0.36, 0.43, 0.39, 0.43, 0.50, 0.79, 0.50, 0.40, 0.41, 0.43, -0.53, 1.22, -0.41, -0.37, -0.36, -0.33, -0.39]}